This record from OMol25 describes C19H29N5O5S in the gas phase. The level of theory is ωB97M-V/def2-TZVPD.

Structure (XYZ):
```
59
Properties=species:S:1:pos:R:3
C -4.1512 -1.9365 1.4292
C -3.6873 -2.8623 0.3123
C -2.5545 -2.2635 -0.5226
H -2.1687 -3.0399 -1.1872
C -2.9779 -1.0497 -1.3674
N -2.6013 0.2195 -0.7607
C -1.2791 0.5755 -0.6385
C -0.9360 1.7213 0.0524
C -1.9298 2.5956 0.5988
O -1.7331 3.6098 1.2389
N -3.2355 2.1752 0.3262
C -3.6296 1.0385 -0.3133
O -4.7959 0.7644 -0.4859
H -3.9807 2.7704 0.6699
N 0.4296 2.0783 0.2358
C 1.0472 1.9473 1.4312
O 2.1482 2.4206 1.6518
C 0.3227 1.1433 2.4888
H -0.6876 1.5202 2.6390
H 0.8794 1.2079 3.4244
S 0.1370 -0.6133 2.0622
C 1.8688 -1.2234 2.2367
C 2.6299 -1.1950 0.9683
C 3.7332 -0.4506 0.6308
O 4.0904 -0.7505 -0.6270
N 3.2457 -1.6820 -1.1325
C 2.3757 -1.9678 -0.2015
C 1.3287 -3.0040 -0.3768
H 0.4094 -2.6951 0.1138
H 1.1595 -3.1870 -1.4336
H 1.6607 -3.9347 0.0833
C 4.5582 0.5181 1.3906
H 5.3780 0.8601 0.7653
H 3.9529 1.3724 1.6943
H 4.9618 0.0487 2.2867
H 1.7570 -2.2467 2.5977
H 2.3460 -0.6122 3.0000
C 1.0597 2.9427 -0.7548
C 2.3134 2.2895 -1.3508
H 2.9956 2.0343 -0.5388
H 2.8104 3.0023 -2.0195
O 2.0473 1.0797 -2.0296
C 1.6569 1.2295 -3.3744
H 2.4005 1.8062 -3.9334
H 1.5986 0.2246 -3.7880
H 0.6822 1.7222 -3.4673
H 0.3226 3.1588 -1.5294
H 1.3605 3.8782 -0.2733
N -0.3398 -0.1969 -1.2016
H -0.5667 -1.0533 -1.6673
H 0.6225 0.1266 -1.2196
H -2.5528 -1.0986 -2.3751
H -4.0653 -1.0200 -1.4649
H -1.7549 -1.9679 0.1599
H -3.3243 -3.7952 0.7499
H -4.5306 -3.1069 -0.3365
H -4.8629 -2.4505 2.0703
H -3.3044 -1.6226 2.0370
H -4.6401 -1.0552 1.0257
```

Its total energy is -1789.61919 a.u. As for the SMILES: CCCCn1c(N)c(N(CCOC)C(=O)CSCc2c(C)noc2C)c(=O)[nH]c1=O. The value obtained for the energy relative to the best compared isomer or geometry (same formula, charge and spin) is 11.1 kJ/mol. For the HOMO-LUMO gap, the calculation gives 9.0 eV.